Entry from the Open Molecules 2025 dataset: a structure of composition C45H122CsN10O16S at a distorted geometry (wB97M-V/def2-TZVPD).

- E_tot (eV) = -107682.0334
- charge = -1
- HOMO-LUMO gap (eV) = 6.83
- LUMO (eV) = 1.62
- energy above the lowest of the compared OMol25 structures with the same formula, charge and spin (eV) = 0.391

Element x y z (Å)
O: -14.1087 15.4078 -14.7731
H: -13.7155 15.3915 -15.6487
H: -14.7751 14.7173 -14.7487
H: -13.4115 15.2464 -14.1332
Cs: -12.3608 11.9278 -13.1446
O: -12.1704 14.9347 -13.1214
H: -11.3176 14.6984 -12.7074
S: -15.2805 12.3337 -15.4969
O: -16.3117 12.0425 -16.4775
O: -13.9919 12.7660 -16.0209
O: -15.6324 13.3816 -14.5225
O: -15.1105 11.1143 -14.6985
C: -14.6869 13.5985 -10.5520
C: -16.0478 14.0769 -10.9883
C: -16.0326 15.4930 -11.6808
O: -17.3847 15.9646 -11.9138
C: -17.5198 17.3470 -12.2546
N: -16.5631 13.1023 -11.9467
H: -14.6679 12.6143 -10.0838
H: -14.2729 14.3366 -9.8651
H: -14.0233 13.4329 -11.4007
H: -16.6875 14.1423 -10.1082
H: -15.5154 15.4626 -12.6398
H: -15.5917 16.2786 -11.0671
H: -17.1774 17.8977 -11.3785
H: -18.5949 17.4836 -12.3709
H: -16.9059 17.6410 -13.1060
H: -15.9935 13.1721 -12.7778
H: -17.4154 13.4770 -12.3384
C: -11.7667 10.4276 -18.3536
C: -11.2703 10.9754 -16.9901
C: -9.7935 10.6341 -16.7889
O: -9.5120 10.7852 -15.3892
C: -8.1433 10.7303 -15.0383
N: -11.5647 12.3532 -17.0525
H: -11.4773 9.3828 -18.4662
H: -11.2477 10.8077 -19.2335
H: -12.8362 10.5154 -18.5448
H: -11.7980 10.4888 -16.1697
H: -9.1414 11.2369 -17.4210
H: -9.6573 9.5788 -17.0253
H: -7.7913 9.7561 -15.3779
H: -8.0522 10.8360 -13.9573
H: -7.6526 11.6214 -15.4299
H: -12.5223 12.5942 -16.8400
H: -11.0948 12.7726 -16.2630
C: -15.8714 15.5997 -17.4430
C: -14.5209 15.5764 -18.1817
C: -14.0590 17.0016 -18.7591
O: -15.0744 17.7046 -19.4296
C: -15.5486 17.1375 -20.6182
N: -13.4593 14.9788 -17.3814
H: -16.0481 14.5799 -17.1011
H: -16.7281 15.9166 -18.0378
H: -15.9916 16.2135 -16.5503
H: -14.7268 14.9025 -19.0133
H: -13.1999 16.8471 -19.4119
H: -13.7803 17.5434 -17.8553
H: -16.5522 17.4332 -20.9239
H: -15.5664 16.0523 -20.5169
H: -14.9079 17.5405 -21.4025
H: -12.6316 14.9267 -17.9579
H: -13.7150 14.0124 -17.2371
C: -8.9949 15.1892 -9.1714
C: -9.4566 15.2229 -10.5859
C: -8.3056 15.1437 -11.6918
O: -7.8358 13.8267 -11.9187
C: -6.8640 13.7355 -12.9634
N: -10.5416 14.2655 -10.7987
H: -9.8642 15.3891 -8.5450
H: -8.2690 15.9969 -9.0776
H: -8.4362 14.3261 -8.8094
H: -9.9211 16.2076 -10.6375
H: -7.4816 15.8467 -11.5697
H: -8.9368 15.1909 -12.5792
H: -7.2953 14.0085 -13.9265
H: -6.5742 12.6985 -13.1331
H: -5.9871 14.3811 -12.9173
H: -10.1551 13.6438 -11.4946
H: -11.3358 14.7011 -11.2454
C: -8.4525 11.3096 -9.9528
C: -9.5652 10.8371 -10.8828
C: -9.6192 9.3103 -11.2395
O: -8.3241 8.9013 -11.7481
C: -8.2202 7.5896 -12.2626
N: -10.9058 11.2523 -10.4140
H: -7.5871 10.7325 -10.2788
H: -8.8151 11.1065 -8.9451
H: -8.1751 12.3454 -10.1482
H: -9.4084 11.3132 -11.8507
H: -10.4130 9.1131 -11.9599
H: -9.8251 8.6867 -10.3695
H: -7.2208 7.3735 -12.6401
H: -8.9498 7.2851 -13.0129
H: -8.2877 6.8815 -11.4366
H: -11.1767 10.8899 -9.5110
H: -10.7998 12.2041 -10.0934
C: -12.8498 12.1950 -5.2578
C: -13.9155 11.4462 -6.0821
C: -13.4300 11.3140 -7.6025
O: -12.2296 10.5636 -7.7039
C: -12.2002 9.2683 -8.3682
N: -14.0923 10.1075 -5.5684
H: -12.9312 13.2375 -5.5656
H: -11.8340 11.9803 -5.5897
H: -12.9639 12.1071 -4.1774
H: -14.8451 12.0098 -6.1617
H: -13.2113 12.2880 -8.0403
H: -14.2352 10.9522 -8.2419
H: -12.5507 8.4962 -7.6832
H: -11.2785 8.8973 -8.8165
H: -13.0017 9.1994 -9.1037
H: -14.2892 9.5878 -6.4117
H: -13.1945 9.7627 -5.2602
C: -13.7947 6.6406 -16.1068
C: -13.9792 7.2357 -14.7023
C: -12.7219 7.8588 -14.0924
O: -12.8015 8.2247 -12.7714
C: -12.8435 7.1004 -11.9206
N: -15.1125 8.2232 -14.8252
H: -13.0007 5.8994 -16.1983
H: -13.4392 7.4718 -16.7157
H: -14.6871 6.1588 -16.5065
H: -14.3782 6.3689 -14.1754
H: -12.3591 8.7355 -14.6289
H: -11.9103 7.1362 -14.1780
H: -11.9988 6.4499 -12.1474
H: -13.7474 6.5381 -12.1550
H: -12.7758 7.5098 -10.9127
H: -15.4197 8.5040 -13.9049
H: -14.8009 9.1008 -15.2160
C: -6.1541 18.2391 -15.9821
C: -6.8487 16.9008 -16.2529
C: -8.3883 16.7910 -16.0063
O: -8.7054 15.4085 -16.1215
C: -10.0070 15.1746 -15.7485
N: -6.4533 16.7180 -17.6245
H: -6.4979 18.6506 -15.0331
H: -6.3332 19.0292 -16.7113
H: -5.0821 18.2338 -15.7849
H: -6.3720 16.1317 -15.6452
H: -8.9690 17.4569 -16.6446
H: -8.5776 17.1230 -14.9855
H: -10.2184 15.5034 -14.7310
H: -10.2313 14.1239 -15.9320
H: -10.7403 15.6996 -16.3607
H: -6.7473 15.8757 -18.0979
H: -6.5779 17.5157 -18.2314
C: -15.4293 9.9555 -10.7350
C: -16.5683 9.4423 -11.6716
C: -17.9035 9.2514 -10.9284
O: -17.7523 8.3486 -9.8319
C: -19.0254 8.1361 -9.1758
N: -16.8578 10.4452 -12.7306
H: -15.7664 10.9357 -10.3981
H: -14.4382 10.0362 -11.1814
H: -15.2811 9.2411 -9.9252
H: -16.3204 8.4904 -12.1413
H: -18.6489 8.9347 -11.6579
H: -18.3118 10.2009 -10.5822
H: -19.1707 8.8550 -8.3695
H: -18.8384 7.1756 -8.6957
H: -19.9172 8.0013 -9.7878
H: -16.1754 10.4776 -13.4745
H: -16.8310 11.3875 -12.3679
C: -13.9346 19.5698 -14.5504
C: -12.4991 19.2377 -14.2655
C: -11.6405 20.5560 -14.2975
C: -11.9314 21.6070 -13.1288
C: -11.8297 20.8287 -11.8277
C: -12.6823 19.4950 -11.7826
N: -12.3287 18.6318 -12.9241
O: -13.0686 17.4252 -12.8389
C: -12.0809 18.8269 -10.5275
C: -14.1808 19.8054 -11.4542
C: -11.9999 18.2277 -15.4014
H: -14.0348 19.7693 -15.6173
H: -14.4303 20.4548 -14.1515
H: -14.6021 18.7219 -14.3962
H: -10.5839 20.3228 -14.1656
H: -11.6212 21.0215 -15.2829
H: -12.9120 22.0695 -13.2411
H: -11.2557 22.4610 -13.1753
H: -12.1880 21.5176 -11.0627
H: -10.7969 20.6782 -11.5132
H: -10.9932 18.7891 -10.4683
H: -12.2945 19.3556 -9.5986
H: -12.3222 17.7640 -10.5154
H: -14.5647 20.4675 -12.2303
H: -14.8905 19.0176 -11.7069
H: -14.3988 20.1838 -10.4555
H: -11.7987 18.8671 -16.2609
H: -12.8025 17.5287 -15.6366
H: -11.0558 17.7310 -15.1775
H: -12.4397 16.7036 -12.7660